(1)
47
Properties=species:S:1:pos:R:3 method="wB97M-V/def2-TZVPD" s_squared=3.793 total_charge=+4 total_energy_ha=-1184.74292 multiplicity=4
N 2.88 -0.98 3.00
C 3.20 -0.55 4.03
C 3.61 -0.01 5.31
H 4.35 0.79 5.14
H 4.07 -0.79 5.92
H 2.75 0.40 5.84
N -2.89 -3.14 -0.64
C -3.76 -3.89 -0.76
C -4.87 -4.79 -0.88
H -4.57 -5.77 -0.50
H -5.14 -4.86 -1.94
H -5.71 -4.39 -0.30
N 1.60 1.59 -3.58
C 1.60 2.60 -4.15
C 1.61 3.88 -4.86
H 0.59 4.26 -4.96
H 2.05 3.75 -5.85
H 2.21 4.60 -4.29
Tc -0.76 -1.61 -0.46
C -1.80 -0.25 -1.29
O -2.48 0.57 -1.78
C -1.28 -1.24 1.33
O -1.65 -1.02 2.42
C 1.36 -2.92 0.16
C 1.29 -1.51 -0.05
C 1.02 -1.00 -1.37
C 0.85 -1.93 -2.45
C 0.69 -3.28 -2.16
C 0.94 -3.77 -0.86
H 1.68 -3.30 1.13
H 1.68 -0.84 0.72
H 1.22 0.04 -1.61
H 0.79 -1.55 -3.47
H 0.45 -3.98 -2.96
H 0.88 -4.85 -0.68
C -1.97 2.73 1.43
N -0.61 3.22 1.35
C -0.31 4.56 1.79
C 0.38 2.44 0.86
O 0.23 1.29 0.45
H -2.64 3.35 0.83
H -2.33 2.76 2.46
H -2.00 1.70 1.06
H 0.44 4.55 2.60
H 0.12 5.16 0.97
H -1.21 5.05 2.16
H 1.37 2.93 0.86

***

(2)
58
Properties=species:S:1:pos:R:3 method="wB97M-V/def2-TZVPD" total_charge=0 total_energy_ha=-1429.30707 multiplicity=1 smiles="CCCCCC(=O)Nc1cccc(C2=NO[C@@]3(C2)C[C@H](C(N)=O)N(C(=O)CC#N)C3)c1"
C 4.70 3.95 -0.94
C 5.12 2.99 0.16
C 5.53 1.63 -0.41
C 6.13 0.69 0.63
C 5.18 0.37 1.79
C 3.82 -0.09 1.29
O 2.81 0.56 1.44
N 3.87 -1.31 0.68
C 2.84 -2.04 0.08
C 3.15 -3.29 -0.45
C 2.16 -4.05 -1.05
C 0.86 -3.59 -1.13
C 0.54 -2.33 -0.60
C -0.81 -1.84 -0.68
N -1.77 -2.51 -1.19
O -2.94 -1.83 -1.15
C -2.76 -0.53 -0.53
C -1.26 -0.48 -0.18
C -3.27 0.56 -1.47
C -4.75 0.74 -1.13
C -5.08 2.22 -0.83
N -6.40 2.45 -0.74
O -4.23 3.06 -0.69
N -4.98 -0.09 0.06
C -6.20 -0.52 0.36
O -7.20 -0.17 -0.24
C -6.31 -1.50 1.54
C -5.78 -0.93 2.74
N -5.35 -0.45 3.69
C -3.72 -0.44 0.67
C 1.54 -1.56 0.01
H 5.53 4.13 -1.63
H 3.86 3.55 -1.50
H 4.41 4.91 -0.51
H 4.28 2.85 0.85
H 5.96 3.41 0.72
H 6.27 1.79 -1.20
H 4.66 1.16 -0.87
H 7.04 1.14 1.04
H 6.43 -0.24 0.13
H 5.62 -0.40 2.42
H 5.02 1.26 2.39
H 4.77 -1.76 0.64
H 4.16 -3.66 -0.40
H 2.41 -5.02 -1.46
H 0.08 -4.17 -1.59
H -0.75 0.32 -0.70
H -1.09 -0.37 0.89
H -2.76 1.50 -1.27
H -3.12 0.28 -2.51
H -5.42 0.39 -1.92
H -6.72 3.37 -0.49
H -7.06 1.67 -0.75
H -5.78 -2.43 1.30
H -7.37 -1.73 1.68
H -3.40 0.35 1.35
H -3.76 -1.38 1.21
H 1.31 -0.60 0.42